This record from the OMol25 dataset describes one molecule with the formula C3H6N2O in a non-equilibrium geometry. The level of theory is ωB97M-V with the def2-TZVPD basis set.

Relative energy (zero: lowest compared OMol25 entry of this formula, charge and spin) in kJ/mol: 168.81
Lowest unoccupied orbital energy in eV: 0.27
Strongest force on any atom in Eh/bohr: 0.070
Frontier orbital gap in eV: 9.66
HOMO energy in Eh: -0.345

Positions of all 12 atoms, in Å:
C 0.8858 1.2923 0.4197
C -0.5920 -1.2790 0.3708
N -1.4577 -0.6744 -0.5691
C 0.9873 0.0536 -0.4169
N 0.6734 -1.1743 -0.0744
O -0.9685 -1.7181 1.4390
H -1.4614 -1.0315 -1.5156
H -2.3732 -0.4354 -0.2113
H 1.6697 0.1379 -1.2771
H 0.1599 1.1872 1.2261
H 0.6023 2.1290 -0.2237
H 1.8744 1.5127 0.8326